(1)
{"formula": "C2H7S2", "method": "ωB97M-V/def2-TZVPD", "elements": ["S", "H", "C", "S", "C", "H", "H", "H", "H", "H", "H"], "coordinates": [[-2.5008, -1.8520, -2.4396], [-1.8558, -2.9373, -1.9811], [-0.1544, 0.3838, -0.7235], [1.1201, -0.4727, 0.2648], [1.1576, 0.6573, 1.6655], [-0.1665, 1.4165, -0.4127], [-1.1247, -0.0680, -0.5334], [0.0558, 0.1799, -1.7592], [1.8913, 0.3577, 2.4157], [1.3910, 1.6627, 1.3265], [0.1863, 0.6722, 2.1771]], "total_charge": -1, "lumo_energy_ev": 3.24, "homo_ev": -2.51, "gap_ha": 0.211}

(2)
{"formula": "C2H7S2", "method": "ωB97M-V/def2-TZVPD", "elements": ["C", "S", "H", "H", "H", "H", "C", "S", "H", "H", "H"], "coordinates": [[-0.7593, 1.0237, -0.0732], [-0.1100, 1.8742, -1.4985], [0.0303, 0.9476, 0.7289], [-1.3671, 0.2316, -0.6098], [-1.5101, 1.8041, 0.3306], [-0.3722, 0.7316, -2.1766], [-0.4985, -1.5652, 1.9309], [0.8833, -1.6032, 0.5355], [-1.2732, -1.1578, 1.4526], [-0.0706, -0.9853, 2.7345], [-0.2627, -2.6593, 1.8022]], "total_charge": -1, "lumo_energy_ev": 3.39, "homo_ev": -2.11, "gap_ha": 0.202}

(3)
{"formula": "C2H7S2", "method": "ωB97M-V/def2-TZVPD", "elements": ["S", "H", "C", "C", "S", "H", "H", "H", "H", "H", "H"], "coordinates": [[-1.9276, -1.3949, -0.4486], [-2.6350, -0.5895, -1.2589], [1.7176, 1.0921, 1.7932], [0.7976, 1.3933, 0.5976], [0.8710, 0.1249, -0.6896], [2.3721, 0.2378, 1.6060], [1.1188, 0.8654, 2.6655], [2.2990, 1.9780, 2.0563], [-0.2484, 1.4552, 0.9166], [1.0792, 2.2994, 0.0722], [-0.2776, -0.5593, -0.3165]], "multiplicity": 2, "lumo_energy_ev": [0.87, -2.62], "homo_ev": [-9.23, -9.15], "gap_ha": [0.371, 0.240], "s_squared": 0.76}

(4)
{"formula": "C2H8", "method": "ωB97M-V/def2-TZVPD", "elements": ["C", "H", "H", "H", "H", "C", "H", "H", "H", "H"], "coordinates": [[-1.8627, -2.5347, -0.6257], [-1.6862, -1.5301, -0.2139], [-1.5752, -3.2922, 0.1183], [-1.2610, -2.6688, -1.5367], [-2.9289, -2.6483, -0.8710], [1.8629, 2.5347, 0.6258], [2.9361, 2.3953, 0.4288], [1.6296, 2.1946, 1.6456], [1.2777, 1.9494, -0.0987], [1.6074, 3.6001, 0.5275]], "smiles": "C.C", "lumo_energy_ev": 1.04, "homo_ev": -13.35, "gap_ha": 0.529}

(5)
{"formula": "C2H8", "method": "ωB97M-V/def2-TZVPD", "elements": ["C", "H", "H", "H", "H", "C", "H", "H", "H", "H"], "coordinates": [[-2.9232, -0.9245, 3.2080], [-2.9783, -0.2918, 4.0675], [-3.8166, -1.2952, 2.7325], [-2.3352, -1.7741, 3.6020], [-2.1348, -0.5950, 2.5504], [2.8502, 0.9665, -3.2419], [1.9770, 0.4593, -2.8339], [3.4302, 1.3927, -2.4315], [2.5058, 1.8127, -3.8341], [3.4248, 0.2494, -3.8190]], "smiles": "C.C", "lumo_energy_ev": 1.27, "homo_ev": -12.52, "gap_ha": 0.507}

(6)
{"formula": "C2H8AlO10P2", "method": "ωB97M-V/def2-TZVPD", "elements": ["Al", "P", "O", "O", "O", "O", "P", "O", "O", "O", "O", "C", "O", "H", "H", "H", "H", "C", "O", "H", "H", "H", "H"], "coordinates": [[8.1256, 23.1891, 12.4203], [6.5799, 22.5571, 9.1958], [6.5673, 23.8083, 10.1097], [7.4232, 23.0824, 7.9957], [5.1697, 22.0306, 8.8851], [7.5140, 21.5997, 9.9409], [10.9091, 24.2739, 10.6104], [9.5715, 23.7254, 10.1121], [10.9375, 23.8812, 12.0773], [10.7198, 25.8455, 10.3258], [11.8309, 23.3949, 9.7752], [9.0250, 21.2022, 15.7672], [9.5703, 21.8004, 14.5588], [9.1558, 21.7943, 16.6730], [7.9512, 21.0180, 15.7362], [9.4984, 20.2209, 15.7983], [10.5224, 21.7476, 14.6697], [5.7631, 22.5729, 15.6782], [6.6925, 23.4333, 14.9910], [4.8208, 23.1210, 15.6789], [5.6704, 21.6268, 15.1449], [6.1389, 22.4193, 16.6898], [6.9538, 24.1720, 15.5456]], "total_charge": -3, "lumo_energy_ev": 6.01, "homo_ev": 3.41, "gap_ha": 0.095}

(7)
{"formula": "C2H8BNO", "method": "ωB97M-V/def2-TZVPD", "elements": ["B", "C", "C", "N", "O", "H", "H", "H", "H", "H", "H", "H", "H"], "coordinates": [[-1.2881, 0.1235, 0.0220], [-2.0530, -0.7757, -0.9610], [1.6319, 2.0094, 0.0922], [1.1108, 0.8362, -0.5901], [-1.7073, 0.7899, 1.0811], [-2.3272, -0.2580, -1.7456], [-2.8748, -1.2028, -0.4601], [-1.5475, -1.5356, -1.4429], [1.8752, 1.6651, 1.1144], [2.6239, 2.2319, -0.2794], [0.9265, 2.8911, 0.0048], [1.0073, 0.9518, -1.6153], [-2.6244, 0.4252, 1.4094]], "lumo_energy_ev": [-0.09, -0.09], "homo_ev": [-7.20, -7.21], "gap_ha": [0.262, 0.262]}

(8)
{"formula": "C2H8BNO2", "method": "ωB97M-V/def2-TZVPD", "elements": ["H", "N", "B", "O", "H", "C", "C", "H", "H", "H", "H", "O", "H", "H"], "coordinates": [[3.1142, 0.2246, 0.3063], [2.3382, -0.3470, 0.1984], [1.5078, -1.2708, 0.0830], [0.7858, -2.3605, 0.1957], [-0.1312, -2.1363, 0.4964], [-1.9320, 1.3976, -0.8495], [-1.0478, 0.9761, -1.7227], [-1.9970, 2.4636, -0.4502], [-2.7015, 0.7883, -0.4461], [-1.0879, -0.0051, -2.1640], [-0.2123, 1.6692, -1.9684], [0.1100, -0.3965, 2.3327], [0.4138, -1.2711, 1.9118], [0.8399, 0.2680, 2.0767]], "smiles": "[H]/N=B\\O.C=C.O", "lumo_energy_ev": 0.24, "homo_ev": -10.24, "gap_ha": 0.385}

(9)
{"formula": "C2H8BrCuN4O2", "method": "ωB97M-V/def2-TZVPD", "elements": ["Cu", "Br", "C", "O", "N", "N", "H", "H", "H", "H", "C", "O", "N", "N", "H", "H", "H", "H"], "coordinates": [[1.3738, -2.8623, 2.2072], [0.0531, -2.3192, 0.8258], [-1.8289, 0.5044, 0.5141], [-2.8378, 1.1951, 0.3260], [-1.4148, -0.5267, -0.2316], [-0.9064, 0.6406, 1.4586], [-1.9435, -0.9009, -1.0065], [-0.5355, -0.9049, 0.0908], [-1.0917, 1.4043, 2.0930], [0.0287, 0.2698, 1.3678], [1.4298, 0.7703, -0.5758], [2.0932, 1.4407, 0.0969], [1.0850, -0.4661, -0.4057], [0.9510, 1.1466, -1.6796], [0.5657, -0.9004, -1.1552], [1.1570, -1.0445, 0.4192], [1.3732, 1.9987, -2.0199], [0.4479, 0.5546, -2.3250]], "total_charge": 1, "multiplicity": 2, "lumo_energy_ev": [-5.15, -9.42], "homo_ev": [-14.05, -13.31], "gap_ha": [0.327, 0.143], "s_squared": 0.76}

(10)
{"formula": "C2H8ClN2PS", "method": "ωB97M-V/def2-TZVPD", "elements": ["C", "C", "N", "N", "P", "S", "Cl", "H", "H", "H", "H", "H", "H", "H", "H"], "coordinates": [[-1.2567, 0.6533, 0.1456], [-0.5800, -0.9029, -1.4642], [1.1762, 0.7854, 1.4521], [-0.3939, -0.4130, -0.1641], [0.9106, -0.6709, 0.7764], [3.1256, -0.1567, -1.3120], [0.4737, -1.4093, 2.6134], [-2.2892, 0.2282, -0.1774], [-1.2208, 1.0396, 1.2019], [-0.8993, 1.5318, -0.4467], [-1.4825, -1.4553, -1.5156], [-0.6551, -0.1184, -2.2431], [0.3029, -1.5100, -1.9643], [1.2057, 1.5272, 0.8027], [1.5830, 0.8711, 2.2954]], "lumo_energy_ev": [-2.19, -2.14], "homo_ev": [-8.60, -8.64], "gap_ha": [0.235, 0.239]}

(11)
{"formula": "C2H8ClNOSi", "method": "ωB97M-V/def2-TZVPD", "elements": ["C", "N", "C", "O", "Si", "Cl", "H", "H", "H", "H", "H", "H", "H", "H"], "coordinates": [[1.0645, 0.7894, 0.6593], [0.4696, -0.2515, -0.1424], [1.2255, -1.3519, -0.4950], [-0.8234, -0.5866, 0.4452], [-2.1088, 0.6506, -0.2073], [-3.8349, -0.0614, 0.5803], [0.4411, 1.6928, 0.4822], [1.1156, 0.7029, 1.7377], [2.0451, 0.9215, 0.2384], [2.1479, -1.0699, -0.8992], [1.5033, -2.0519, 0.3440], [0.7702, -2.0595, -1.2291], [-1.9811, 2.2193, 0.1591], [-2.0346, 0.4561, -1.6734]], "smiles": "CN(C)O[SiH2]Cl", "lumo_energy_ev": 0.88, "homo_ev": -8.46, "gap_ha": 0.343}

(12)
{"formula": "C2H8N2", "method": "ωB97M-V/def2-TZVPD", "elements": ["H", "N", "C", "N", "H", "H", "H", "C", "H", "H", "H", "H"], "coordinates": [[-2.5900, -0.1416, 0.3413], [-2.5074, 0.7468, 0.8007], [-1.3256, 1.1307, 0.7187], [-0.9103, 2.4252, 1.0492], [-0.5845, 0.4853, 0.3846], [0.0580, 2.7959, 0.8571], [-1.4870, 3.0544, 1.5590], [1.8815, -2.0514, -1.1673], [1.5837, -2.8941, -0.5950], [0.8894, -1.9229, -1.5911], [2.2931, -1.3168, -0.5085], [2.6991, -2.3115, -1.8486]], "smiles": "[H]/N=C/N.C", "lumo_energy_ev": 0.81, "homo_ev": -9.28, "gap_ha": 0.371}

(13)
{"formula": "C2H8N2", "method": "ωB97M-V/def2-TZVPD", "elements": ["C", "C", "N", "H", "H", "H", "H", "H", "N", "H", "H", "H"], "coordinates": [[0.6441, 0.4124, -0.9740], [1.0579, -0.3584, -1.9669], [1.3469, -1.7565, -1.8520], [0.1980, -0.1306, -0.1318], [0.5640, 1.4680, -0.7837], [1.0447, -0.0685, -3.0167], [0.7472, -2.1120, -1.1038], [1.1132, -2.2096, -2.7293], [-1.7551, 1.2090, 3.4235], [-0.7576, 1.1855, 3.2859], [-2.0987, 0.3780, 2.9632], [-2.1045, 1.9829, 2.8857]], "smiles": "C=CN.N", "lumo_energy_ev": 0.91, "homo_ev": -8.71, "gap_ha": 0.354}

(14)
{"formula": "C2H8N2", "method": "ωB97M-V/def2-TZVPD", "elements": ["H", "N", "C", "N", "H", "H", "H", "C", "H", "H", "H", "H"], "coordinates": [[1.8237, 1.2610, 0.4117], [1.3451, 0.8824, 1.2275], [0.5502, -0.0255, 0.8292], [-0.1599, -0.8096, 1.7194], [0.3977, -0.2705, -0.2223], [-1.1513, -0.9213, 1.6227], [0.2427, -0.8592, 2.6393], [-1.2918, 0.0285, -3.0199], [-1.5741, -0.8828, -2.5062], [-0.7169, 0.6600, -2.3470], [-2.2011, 0.5659, -3.2836], [-0.7359, -0.2151, -3.9222]], "smiles": "[H]/N=C/N.C", "lumo_energy_ev": 0.92, "homo_ev": -9.49, "gap_ha": 0.383}

(15)
{"formula": "C2H8N2O", "method": "ωB97M-V/def2-TZVPD", "elements": ["C", "N", "C", "N", "H", "H", "H", "H", "H", "H", "O", "H", "H"], "coordinates": [[-0.7404, 0.4597, 0.5550], [0.2320, 0.9054, -0.3692], [1.3783, 1.2920, 0.0058], [1.7728, 1.5086, 1.3167], [-1.3838, -0.3724, 0.1601], [-1.5770, 1.1565, 0.6749], [-0.2749, 0.0409, 1.4488], [2.1198, 1.6427, -0.7159], [1.1550, 1.2907, 2.0816], [2.2785, 2.3492, 1.5483], [-1.3106, -3.7041, -2.2571], [-2.2112, -3.7875, -1.9279], [-1.4386, -2.7817, -2.5211]], "smiles": "C/N=C\\N.O", "lumo_energy_ev": 0.84, "homo_ev": -8.90, "gap_ha": 0.358}

(16)
{"formula": "C2H8N2O", "method": "ωB97M-V/def2-TZVPD", "elements": ["N", "C", "O", "H", "H", "H", "C", "N", "H", "H", "H", "H", "H"], "coordinates": [[-1.1425, 1.2562, 0.0355], [-2.4606, 0.9124, 0.0214], [-2.8929, -0.1911, -0.2001], [-0.4615, 0.4970, 0.0632], [-0.8580, 2.1029, 0.5018], [-3.1088, 1.7832, 0.2225], [1.9304, -0.6354, 0.2714], [0.7496, -1.2008, -0.3842], [1.6631, -0.2569, 1.2467], [2.7263, -1.3657, 0.4002], [2.3929, 0.1524, -0.3255], [0.8163, -2.2014, -0.5218], [0.6458, -0.8528, -1.3313]], "smiles": "NC=O.CN", "lumo_energy_ev": 0.89, "homo_ev": -9.58, "gap_ha": 0.384}

(17)
{"formula": "C2H8N2O", "method": "ωB97M-V/def2-TZVPD", "elements": ["C", "N", "C", "N", "H", "H", "H", "H", "H", "H", "O", "H", "H"], "coordinates": [[-0.0867, 0.8237, -2.0578], [0.6889, 0.0209, -1.1999], [0.3780, -0.0703, 0.0235], [-0.8099, 0.3291, 0.6274], [-1.1568, 0.5211, -2.1372], [0.3676, 0.7303, -3.0608], [-0.1764, 1.9225, -1.9636], [0.8351, -0.8671, 0.6192], [-1.5478, 0.6766, 0.0419], [-0.8179, 0.7175, 1.5588], [0.8701, -1.3601, 2.8305], [0.6872, -1.1260, 1.9099], [0.7685, -2.3182, 2.8082]], "smiles": "C/N=C\\N.O", "lumo_energy_ev": 0.84, "homo_ev": -9.58, "gap_ha": 0.383}

(18)
{"formula": "C2H8N2O", "method": "ωB97M-V/def2-TZVPD", "elements": ["H", "N", "C", "N", "C", "H", "H", "H", "H", "H", "O", "H", "H"], "coordinates": [[1.4312, -0.3624, 0.4848], [0.7128, -1.0028, 0.1666], [0.0026, -0.4298, -0.7349], [-1.2404, -0.8618, -1.0487], [-1.9985, -0.4173, -2.2103], [0.3514, 0.4896, -1.1684], [-1.4461, -1.7911, -0.7109], [-3.0204, -0.2226, -1.8848], [-1.9769, -1.1577, -3.0092], [-1.5831, 0.5078, -2.5883], [2.1670, 2.2065, 3.2975], [2.9425, 1.6254, 3.2838], [1.6955, 1.7638, 4.0179]], "smiles": "[H]/N=C/NC.O", "lumo_energy_ev": 0.98, "homo_ev": -8.74, "gap_ha": 0.357}

no.,E (Eh)
1,-876.791469
2,-876.710664
3,-876.694228
4,-80.981514
5,-80.971940
6,-1758.326006
7,-235.739691
8,-311.072793
9,-4664.523737
10,-1390.145079
11,-960.647145
12,-190.477571
13,-190.463504
14,-190.491872
15,-265.714926
16,-265.748454
17,-265.705686
18,-265.728488